# 1
{
  "formula": "C16H22BN7PtSe",
  "method": "the ωB97M-V functional and the def2-TZVPD basis",
  "elements": ["Pt", "C", "C", "C", "C", "C", "N", "N", "B", "N", "N", "C", "C", "C", "C", "C", "N", "N", "C", "C", "C", "C", "C", "H", "H", "H", "H", "H", "H", "H", "H", "H", "H", "H", "H", "H", "H", "H", "H", "H", "H", "H", "H", "H", "H", "Se", "C", "N"],
  "positions_angstrom": [[0.075, 0.002, -0.261], [3.202, -1.732, 0.702], [2.620, -0.711, 1.614], [3.105, -0.291, 2.854], [2.229, 0.673, 3.309], [2.280, 1.478, 4.558], [1.258, 0.820, 2.377], [1.505, -0.031, 1.341], [0.068, 1.768, 2.356], [-0.020, 2.621, 1.093], [-0.024, 2.038, -0.150], [-0.041, 3.000, -1.071], [-0.042, 2.711, -2.529], [-0.051, 4.236, -0.419], [-0.033, 3.963, 0.936], [-0.008, 4.914, 2.081], [-1.245, 0.837, 2.393], [-1.483, -0.045, 1.294], [-2.579, -0.693, 1.508], [-3.184, -1.686, 0.596], [-3.110, -0.266, 2.801], [-2.180, 0.722, 3.289], [-2.265, 1.477, 4.563], [4.253, -1.885, 0.940], [3.152, -1.416, -0.341], [2.702, -2.695, 0.824], [3.998, -0.635, 3.346], [3.115, 1.147, 5.171], [1.369, 1.366, 5.146], [2.420, 2.536, 4.336], [0.034, 2.442, 3.328], [-0.045, 1.637, -2.730], [0.840, 3.144, -3.000], [-0.920, 3.149, -3.004], [-0.060, 5.208, -0.879], [-0.010, 5.934, 1.705], [0.888, 4.777, 2.686], [-0.879, 4.789, 2.723], [-2.780, -1.582, -0.409], [-4.264, -1.546, 0.553], [-2.990, -2.694, 0.969], [-4.005, -0.604, 3.300], [-3.091, 1.117, 5.171], [-2.415, 2.537, 4.354], [-1.336, 1.382, 5.123], [0.288, -2.348, -1.033], [-0.073, -3.147, 0.567], [-0.324, -3.659, 1.569]],
  "forces_ev_per_angstrom": [[0.2, -0.3, -0.3], [0.1, 0.0, -0.1], [0.0, 0.0, 0.0], [-0.1, 0.1, 0.0], [0.0, 0.0, -0.1], [0.0, 0.0, 0.1], [0.1, 0.0, 0.0], [0.0, 0.0, 0.0], [-0.2, 0.0, 0.1], [0.0, -0.2, -0.2], [0.0, -0.1, 0.5], [0.0, 0.4, -0.1], [0.0, -0.1, 0.0], [0.0, -0.2, -0.1], [0.0, 0.0, 0.0], [0.0, 0.0, -0.1], [0.2, 0.0, -0.2], [0.0, 0.2, 0.3], [-0.4, 0.0, 0.4], [0.0, 0.0, -0.1], [0.2, 0.0, -0.3], [-0.1, -0.1, 0.0], [0.1, 0.0, -0.1], [0.0, 0.0, 0.0], [0.0, 0.0, 0.0], [0.0, 0.0, 0.0], [0.0, 0.0, 0.0], [0.0, 0.0, 0.0], [0.0, 0.0, 0.0], [0.0, 0.0, 0.0], [0.0, 0.1, 0.1], [0.0, 0.1, 0.0], [0.0, 0.0, 0.0], [0.0, 0.0, 0.0], [0.0, 0.0, 0.0], [0.0, 0.0, 0.0], [0.0, 0.0, 0.0], [0.0, 0.0, 0.0], [0.0, 0.0, 0.0], [0.0, 0.0, 0.0], [0.0, 0.0, 0.0], [0.0, -0.1, -0.1], [0.0, 0.0, 0.0], [0.0, 0.0, 0.0], [0.0, 0.0, 0.0], [-0.1, 0.4, 0.2], [0.1, 0.0, -0.2], [-0.1, 0.0, 0.2]],
  "relative_energy_ev": 0.000,
  "total_charge": 2,
  "homo_energy_ev": [-15.244, -15.169],
  "max_force_ev_per_a": 0.56,
  "s2": 6.02,
  "lumo_energy_ev": [-5.603, -10.169],
  "spin_multiplicity": 5
}



# 2
{
  "formula": "C16H22Cl2NO2",
  "method": "the ωB97M-V functional and the def2-TZVPD basis",
  "elements": ["C", "N", "C", "C", "C", "C", "C", "C", "C", "C", "O", "C", "O", "C", "C", "C", "C", "Cl", "C", "C", "Cl", "H", "H", "H", "H", "H", "H", "H", "H", "H", "H", "H", "H", "H", "H", "H", "H", "H", "H", "H", "H", "H", "H"],
  "positions_angstrom": [[3.527, -0.041, 0.974], [2.419, 0.826, 0.556], [2.894, 2.203, 0.348], [1.270, 0.808, 1.495], [0.621, -0.564, 1.728], [-0.646, -0.349, 2.581], [-1.634, -1.513, 2.456], [-0.898, -2.811, 2.158], [-0.283, -2.729, 0.761], [0.292, -1.338, 0.440], [-0.665, -0.630, -0.361], [-0.233, 0.113, -1.360], [0.963, 0.326, -1.563], [-1.274, 0.657, -2.242], [-0.876, 1.018, -3.536], [-1.774, 1.507, -4.456], [-3.109, 1.662, -4.089], [-4.246, 2.264, -5.216], [-3.524, 1.337, -2.803], [-2.617, 0.836, -1.885], [-3.192, 0.513, -0.302], [3.206, -1.077, 1.041], [4.336, 0.022, 0.249], [3.901, 0.278, 1.947], [2.012, 0.501, -0.378], [2.083, 2.827, -0.020], [3.269, 2.618, 1.283], [3.694, 2.209, -0.389], [1.600, 1.205, 2.459], [0.516, 1.489, 1.089], [1.310, -1.199, 2.291], [-0.340, -0.229, 3.621], [-1.147, 0.570, 2.276], [-2.332, -1.318, 1.642], [-2.210, -1.601, 3.376], [-0.127, -2.983, 2.912], [-1.586, -3.654, 2.196], [-1.049, -2.941, 0.015], [0.503, -3.478, 0.653], [1.193, -1.466, -0.175], [0.161, 0.887, -3.802], [-1.454, 1.768, -5.452], [-4.555, 1.477, -2.518]],
  "forces_ev_per_angstrom": [[0.5, -0.5, 0.2], [-0.2, -0.1, -0.5], [0.2, 0.7, -0.2], [-0.6, -0.3, 0.4], [-0.1, 0.2, -0.4], [0.0, -0.1, -0.1], [0.1, -0.1, 0.2], [-0.2, 0.1, -0.1], [0.0, 0.1, 0.1], [0.8, -0.5, 0.3], [-0.2, 0.0, -0.1], [0.4, 0.2, -0.1], [-0.3, 0.0, -0.2], [-0.3, 0.1, -0.2], [0.0, -0.1, 0.3], [-0.2, 0.1, 0.0], [0.4, -0.2, 0.4], [-0.1, 0.1, -0.1], [0.0, 0.0, -0.1], [0.3, 0.0, -0.4], [-0.5, 0.1, 0.3], [-0.1, 0.0, 0.0], [-0.1, 0.1, 0.0], [-0.1, 0.1, 0.0], [0.2, 0.1, 0.5], [-0.1, -0.1, 0.0], [0.0, -0.1, 0.0], [0.0, -0.1, 0.0], [0.1, 0.1, -0.1], [0.1, 0.0, 0.0], [0.0, 0.0, 0.0], [0.0, 0.1, 0.0], [0.0, 0.1, 0.0], [-0.1, 0.0, 0.0], [-0.1, 0.0, 0.0], [0.0, -0.1, 0.1], [0.1, -0.1, 0.1], [0.1, 0.0, -0.1], [0.0, 0.0, -0.1], [-0.2, 0.0, 0.1], [0.1, 0.0, 0.0], [0.0, 0.0, -0.1], [-0.1, 0.0, 0.0]],
  "total_charge": 1,
  "homo_energy_ev": -12.117,
  "max_force_ev_per_a": 0.98,
  "lumo_energy_ev": -2.895,
  "smiles": "C[NH+](C)C[C@H]1CCCC[C@H]1OC(=O)c1ccc(Cl)cc1Cl"
}



# 3
{
  "formula": "C16H22Cl2O2SZr",
  "method": "the ωB97M-V functional and the def2-TZVPD basis",
  "elements": ["C", "C", "C", "C", "C", "C", "C", "C", "C", "C", "Zr", "Cl", "Cl", "O", "H", "H", "H", "H", "H", "H", "H", "H", "H", "H", "H", "H", "H", "H", "H", "H", "O", "H", "S", "C", "C", "C", "C", "C", "C", "H", "H", "H", "H", "H"],
  "positions_angstrom": [[-0.757, 0.724, -2.394], [-1.604, -0.411, -2.231], [-0.786, -1.529, -1.896], [-3.028, -0.454, -2.534], [0.538, -1.082, -1.944], [0.566, 0.326, -2.206], [1.782, 1.146, -2.345], [-1.201, 2.110, -2.681], [-1.254, -2.913, -1.713], [1.734, -1.953, -1.983], [0.453, 0.986, 1.549], [-1.561, -0.147, 1.137], [-0.073, 3.135, 0.753], [1.781, -0.211, 0.894], [-3.502, 0.517, -2.333], [-3.528, -1.237, -1.951], [-3.193, -0.699, -3.592], [-2.109, -2.982, -1.007], [-0.429, -3.565, -1.349], [-1.596, -3.311, -2.694], [1.671, -2.790, -1.287], [2.660, -1.402, -1.767], [1.818, -2.391, -2.986], [2.623, 0.574, -1.953], [1.845, 2.091, -1.690], [2.009, 1.353, -3.411], [-2.084, 2.367, -2.066], [-1.490, 2.234, -3.751], [-0.395, 2.831, -2.432], [2.699, -0.499, 0.627], [2.681, 2.233, -0.430], [2.721, 3.191, -0.385], [0.469, 1.008, 4.234], [-0.186, -0.580, 4.207], [0.511, -1.785, 3.896], [-0.044, -3.039, 4.192], [-1.336, -3.137, 4.683], [-2.096, -1.980, 4.881], [-1.546, -0.752, 4.601], [1.545, -1.698, 3.552], [0.561, -3.967, 4.084], [-1.761, -4.119, 4.953], [-3.110, -2.041, 5.287], [-2.084, 0.164, 4.820]],
  "forces_ev_per_angstrom": [[-0.7, -0.8, 0.3], [1.6, 0.2, 0.4], [0.0, 1.5, -0.7], [-0.8, -0.1, 0.1], [0.1, 0.7, 0.3], [-0.3, -1.1, 0.3], [0.0, 0.3, -1.1], [-0.2, 0.5, -0.1], [-0.2, -0.8, -0.1], [0.2, -0.1, 0.1], [1.2, -0.4, -1.6], [0.0, 0.1, 0.1], [-0.4, 0.6, 0.3], [1.4, -0.8, 0.9], [-0.2, -0.2, 0.0], [-0.2, 0.1, 0.0], [-0.3, 0.0, -0.2], [0.4, -0.1, -0.2], [-0.6, 0.2, -0.1], [0.0, -0.3, 0.4], [0.0, -0.2, 0.2], [-0.1, -0.1, -0.1], [0.4, -0.1, -0.1], [0.1, 0.2, -0.2], [-0.4, -1.4, -1.3], [0.0, 0.0, 0.0], [0.2, 0.1, -0.2], [0.1, 0.2, 0.4], [-0.4, -0.3, -0.2], [-1.9, 1.0, 0.2], [0.9, 0.7, 2.9], [0.1, 0.4, 0.4], [0.8, 1.1, -1.2], [-1.4, -2.9, 0.0], [0.1, 0.9, 0.8], [0.4, -0.2, -0.2], [-0.4, -0.5, 0.3], [0.0, -0.3, -0.1], [1.0, 0.7, 0.5], [-0.3, -0.1, 0.0], [-0.5, 0.9, -0.1], [0.3, 0.5, -0.2], [0.3, 0.0, -0.2], [-0.2, -0.1, -0.1]],
  "total_charge": -2,
  "homo_energy_ev": 1.008,
  "max_force_ev_per_a": 3.20,
  "lumo_energy_ev": 4.587
}



# 4
{
  "formula": "C16H22Cl3N5O2Ru",
  "method": "the ωB97M-V functional and the def2-TZVPD basis",
  "elements": ["Ru", "C", "N", "C", "C", "C", "C", "C", "C", "C", "C", "H", "H", "H", "H", "H", "H", "H", "H", "H", "H", "H", "H", "Cl", "C", "Cl", "Cl", "C", "O", "O", "C", "C", "C", "C", "N", "C", "N", "N", "N", "H", "H", "H", "H", "H", "H", "H", "H", "H", "H"],
  "positions_angstrom": [[-0.234, 1.188, -1.404], [-1.317, -0.781, -3.237], [-1.321, -0.524, -1.766], [-0.690, -1.712, -1.111], [-2.748, -0.470, -1.327], [-2.728, 1.446, 0.128], [-3.408, 1.793, 1.420], [-2.781, 2.502, 2.363], [-1.406, 2.888, 2.159], [-0.680, 2.564, 1.050], [-1.261, 1.783, 0.024], [-1.788, -1.744, -3.442], [-0.286, -0.823, -3.591], [-1.856, 0.003, -3.762], [-1.209, -2.617, -1.429], [-0.763, -1.604, -0.031], [0.353, -1.783, -1.412], [-3.142, -1.485, -1.286], [-3.304, 0.097, -2.079], [-4.437, 1.468, 1.510], [-3.271, 2.778, 3.285], [-0.924, 3.444, 2.956], [0.365, 2.848, 0.999], [-2.558, 4.632, -0.960], [-3.057, 3.263, -1.933], [-4.207, 3.677, -3.147], [-1.580, 2.600, -2.835], [-3.621, 2.192, -0.956], [-4.773, 1.909, -1.007], [-2.888, 0.044, -0.042], [4.026, -3.008, 0.609], [3.730, -2.293, 1.923], [2.392, -2.721, 2.514], [3.853, -0.776, 1.781], [3.026, -0.240, 0.675], [3.382, 0.074, -0.580], [2.310, 0.462, -1.231], [1.321, 0.369, -0.327], [1.720, -0.052, 0.814], [4.087, -4.083, 0.769], [4.974, -2.691, 0.169], [3.231, -2.841, -0.124], [4.519, -2.551, 2.636], [1.563, -2.481, 1.843], [2.201, -2.238, 3.472], [2.382, -3.798, 2.674], [4.873, -0.481, 1.536], [3.541, -0.239, 2.674], [4.386, 0.012, -0.964]],
  "forces_ev_per_angstrom": [[0.0, 0.3, 0.3], [0.1, 0.0, 0.1], [0.0, -0.7, -0.1], [0.0, 0.2, 0.1], [0.1, 0.2, 0.0], [0.1, 0.1, -0.2], [0.1, 0.1, 0.2], [0.1, -0.1, -0.2], [0.0, 0.1, 0.2], [-0.1, -0.2, -0.1], [-0.2, 0.2, 0.5], [0.0, 0.0, 0.0], [0.0, 0.0, 0.0], [0.0, 0.0, 0.0], [0.0, 0.0, 0.0], [0.0, 0.0, 0.0], [0.0, 0.0, 0.0], [0.0, 0.0, 0.0], [0.0, 0.0, 0.1], [0.0, 0.0, 0.0], [0.0, 0.0, 0.0], [0.0, 0.0, 0.0], [0.0, 0.0, 0.0], [0.0, 0.0, 0.0], [0.1, 0.1, 0.2], [0.0, 0.0, 0.0], [-0.2, -0.2, -0.1], [-0.1, -0.3, -0.1], [0.1, 0.0, 0.0], [-0.2, 0.0, -0.1], [0.0, 0.0, 0.0], [0.1, 0.0, 0.0], [0.0, 0.0, 0.0], [0.0, 0.2, -0.2], [-0.1, 0.0, 0.0], [0.0, -0.1, 0.1], [0.2, -0.1, 0.1], [0.0, 0.1, -0.8], [-0.1, 0.0, 0.1], [0.0, 0.0, 0.0], [0.0, 0.0, 0.0], [0.0, 0.0, 0.0], [0.0, 0.0, 0.0], [0.0, 0.0, 0.0], [0.0, 0.0, 0.0], [0.0, 0.0, 0.0], [0.0, 0.0, 0.0], [0.0, -0.1, 0.0], [0.0, 0.0, 0.0]],
  "relative_energy_ev": 1.545,
  "total_charge": 2,
  "homo_energy_ev": -15.438,
  "max_force_ev_per_a": 0.78,
  "lumo_energy_ev": -8.005
}